[1]
ORCA calculation (ωB97M-V with the def2-TZVPD basis set) on C23H24AsCl3GeIN2O2Ti as an isolated structure at a distorted geometry.

Results
HOMO (hartree): -0.6302
E_tot (eV): -217434.002
Net charge: +3
E_LUMO (eV): -10.3

The geometry in XYZ format:
```
58
Properties=species:S:1:pos:R:3:nbo_charge:R:1
Ti 0.1071 0.2458 0.0563 1.288
C 3.8394 3.3741 -1.7721 -0.588
C 4.1859 2.2357 -0.7829 -0.547
C 2.9993 1.4707 -0.4232 0.651
N 2.0541 0.8782 -0.1503 -0.539
H 4.7632 3.8690 -2.0600 0.267
H 3.1861 4.1098 -1.3066 0.222
H 3.3659 2.9816 -2.6697 0.232
H 4.6320 2.6214 0.1341 0.290
H 4.8987 1.5381 -1.2281 0.300
Cl 0.1785 0.2801 -2.3143 -0.372
Ge -0.2997 -2.2235 -2.3880 1.105
Cl 0.2604 -1.9713 0.2101 -0.211
Cl 1.6776 -2.7414 -2.9557 -0.415
N -3.7790 0.4141 -1.3494 -0.692
C -2.6753 0.9682 -0.9261 0.719
O -1.8545 0.2936 -0.2367 -0.660
C -2.4268 2.4113 -1.2882 -0.646
I -0.7585 3.1968 -0.2471 0.391
H -3.9853 -0.5521 -1.1285 0.445
H -4.4655 0.9306 -1.8832 0.444
H -3.2821 3.0304 -1.0307 0.291
H -2.2247 2.5019 -2.3539 0.296
O 0.0538 0.6648 1.7018 -0.906
As -0.0708 0.2984 3.4682 1.948
C 1.3360 -0.8893 3.8589 -0.363
C 1.2827 -1.5164 5.1026 -0.210
C 2.3249 -2.3514 5.4702 -0.176
C 3.3977 -2.5452 4.6092 -0.141
C 3.4451 -1.9016 3.3779 -0.175
C 2.4123 -1.0614 2.9935 -0.230
C -1.7843 -0.4410 3.6401 -0.389
C -2.8705 0.4138 3.4302 -0.224
C -4.1498 -0.0988 3.5586 -0.189
C -4.3306 -1.4385 3.8956 -0.139
C -3.2421 -2.2775 4.0978 -0.191
C -1.9522 -1.7838 3.9683 -0.191
C 0.0449 1.9967 4.2567 -0.370
C 0.9229 2.9361 3.7147 -0.229
C 1.0295 4.1739 4.3253 -0.176
C 0.2733 4.4544 5.4604 -0.141
C -0.5884 3.5058 5.9934 -0.178
C -0.7126 2.2618 5.3914 -0.210
H 0.4549 -1.3562 5.7829 0.236
H 2.3007 -2.8478 6.4310 0.255
H 4.2077 -3.1993 4.9034 0.254
H 4.2922 -2.0516 2.7218 0.241
H 2.4587 -0.5502 2.0415 0.208
H -2.7179 1.4631 3.2102 0.232
H -5.0080 0.5467 3.4254 0.244
H -5.3336 -1.8291 4.0120 0.252
H -3.3971 -3.3134 4.3678 0.253
H -1.1006 -2.4315 4.1298 0.240
H 1.5209 2.7025 2.8428 0.210
H 1.7079 4.9184 3.9308 0.241
H 0.3610 5.4231 5.9351 0.253
H -1.1653 3.7319 6.8800 0.254
H -1.3872 1.5213 5.8037 0.239
```

=====

[2]
ORCA calculation (ωB97M-V with the def2-TZVPD basis set) on C26H29ClLaOPSi as an isolated structure at a distorted geometry.

Results
HOMO (hartree): -0.3060
E_tot (eV): -60033.084
E_LUMO (eV): -0.4

The geometry in XYZ format:
```
60
Properties=species:S:1:pos:R:3:lowdin_charge:R:1
C 3.4668 -1.0236 0.7588 -0.222
C 2.5992 0.1106 1.0037 -0.238
C 1.5993 -0.2828 1.8990 -0.266
H 2.8293 1.1482 0.7632 0.091
C 1.8117 -1.6669 2.2291 -0.248
C 3.0312 -2.0618 1.6047 -0.246
H 3.6623 -2.9462 1.8309 0.083
H 4.3236 -1.0627 0.0982 0.094
H 0.8603 0.3169 2.4142 0.098
H 1.1101 -2.3405 2.7079 0.098
La 1.0677 -1.8427 -0.2667 1.599
Cl -1.3723 -2.6636 0.2012 -0.326
P -1.4485 1.2553 -0.1291 1.052
C -2.2506 1.8484 1.4098 -0.386
C -2.3873 3.2036 1.7625 -0.083
H -1.9918 3.9845 1.1101 0.102
C -3.0437 3.5645 2.9472 -0.083
H -3.1568 4.6236 3.2040 0.105
C -3.5591 2.5754 3.7958 -0.087
H -4.0721 2.8579 4.7220 0.103
C -3.4177 1.2186 3.4573 -0.082
H -3.8285 0.4440 4.1138 0.106
C -2.7557 0.8559 2.2828 -0.101
H -2.6308 -0.1992 2.0255 0.090
C -0.7251 2.8203 -0.7475 -0.393
C 0.5440 3.1790 -0.2374 -0.108
H 1.0328 2.5299 0.4921 0.080
C 1.1662 4.3569 -0.6532 -0.084
H 2.1488 4.6265 -0.2525 0.105
C 0.5341 5.1964 -1.5858 -0.088
H 1.0248 6.1200 -1.9130 0.104
C -0.7217 4.8465 -2.0965 -0.081
H -1.2216 5.5001 -2.8178 0.105
C -1.3459 3.6606 -1.6868 -0.082
H -2.3239 3.4020 -2.0958 0.103
C -2.9066 1.0852 -1.2295 -0.388
C -4.1959 1.5479 -0.9135 -0.078
H -4.3857 2.0382 0.0437 0.104
C -5.2459 1.3907 -1.8284 -0.079
H -6.2430 1.7658 -1.5770 0.105
C -5.0221 0.7588 -3.0582 -0.086
H -5.8450 0.6335 -3.7708 0.104
C -3.7392 0.2828 -3.3750 -0.085
H -3.5596 -0.2091 -4.3361 0.104
C -2.6914 0.4350 -2.4663 -0.112
H -1.6960 0.0538 -2.7064 0.092
C 3.0450 -5.8329 0.7354 -0.169
Si 3.5556 -4.5791 -0.5737 0.310
C 5.2083 -3.8951 0.1258 -0.183
C 3.7998 -5.0448 -2.3423 -0.174
O 2.2945 -3.5007 -0.6968 -0.659
H 3.7615 -6.6659 0.6517 0.028
H 2.0235 -6.1979 0.5321 0.034
H 3.0574 -5.4547 1.7740 0.036
H 5.8814 -4.7587 0.0164 0.030
H 5.6115 -3.0555 -0.4610 0.028
H 5.2590 -3.6049 1.1866 0.022
H 2.8122 -5.3410 -2.7234 0.035
H 4.1353 -4.1490 -2.8829 0.037
H 4.5264 -5.8584 -2.4760 0.033
```

=====

[3]
ORCA calculation (ωB97M-V with the def2-TZVPD basis set) on one molecule with the formula C19H27N5O at a distorted geometry.

Results
HOMO (hartree): -0.3208
E_tot (eV): -29640.409
Structure (SMILES): Cc1nc2nc(C)c(CCC(=O)NCCC3=CCCCC3)c(C)n2n1
E_LUMO (eV): 0.6

The geometry in XYZ format:
```
52
Properties=species:S:1:pos:R:3:nbo_charge:R:1
C -0.0748 2.9040 3.8835 -0.649
C 0.1761 2.5464 2.4694 0.360
N -0.8105 2.3837 1.5719 -0.506
C -0.1808 2.0813 0.4538 0.494
N -0.6535 1.8525 -0.7562 -0.461
C 0.1999 1.5578 -1.7114 0.290
C -0.4237 1.3654 -3.0612 -0.657
C 1.5959 1.4436 -1.4932 -0.152
C 2.5197 0.9605 -2.5816 -0.414
C 3.1017 -0.4390 -2.2683 -0.496
C 2.2419 -1.1864 -1.2548 0.691
O 2.5667 -1.3013 -0.0902 -0.639
N 1.0995 -1.7008 -1.7511 -0.614
C 0.1017 -2.3371 -0.9188 -0.226
C -1.2699 -1.6674 -1.0683 -0.429
C -2.2229 -2.1203 0.0038 0.009
C -2.6301 -1.2934 0.9569 -0.178
C -3.5656 -1.6768 2.0610 -0.435
C -3.7243 -3.1905 2.1707 -0.392
C -3.9223 -3.7860 0.7820 -0.388
C -2.6670 -3.5570 -0.0550 -0.442
C 2.0927 1.7285 -0.2337 0.317
C 3.5179 1.6792 0.1839 -0.687
N 1.1941 2.0572 0.7094 -0.175
N 1.3983 2.3633 1.9895 -0.334
H 0.8718 3.0188 4.4025 0.230
H -0.6434 3.8302 3.9319 0.232
H -0.6646 2.1227 4.3585 0.232
H -0.0190 2.0825 -3.7739 0.225
H -1.4931 1.5286 -2.9646 0.249
H -0.2550 0.3609 -3.4435 0.208
H 3.3427 1.6673 -2.7080 0.225
H 1.9769 0.9266 -3.5240 0.220
H 3.1858 -1.0220 -3.1864 0.220
H 4.0954 -0.3461 -1.8321 0.234
H 0.8801 -1.5835 -2.7272 0.387
H 0.4555 -2.2436 0.1104 0.239
H 0.0368 -3.4005 -1.1741 0.189
H -1.1483 -0.5868 -0.9941 0.224
H -1.6795 -1.9027 -2.0558 0.191
H -2.3033 -0.2620 0.9577 0.215
H -3.1994 -1.2639 3.0042 0.214
H -4.5393 -1.2134 1.8680 0.207
H -4.5714 -3.4332 2.8152 0.206
H -2.8257 -3.6202 2.6185 0.195
H -4.1353 -4.8550 0.8501 0.204
H -4.7740 -3.3006 0.3009 0.196
H -2.8526 -3.8414 -1.0946 0.205
H -1.8606 -4.1972 0.3178 0.206
H 3.6506 2.2972 1.0684 0.257
H 4.1797 2.0114 -0.6117 0.221
H 3.7652 0.6500 0.4471 0.277
```

=====

[4]
ORCA calculation (ωB97M-V with the def2-TZVPD basis set) on one molecule with the formula C8H13OP at a distorted geometry.

Results
HOMO (hartree): -0.2983
E_tot (eV): -19840.847
Structure (SMILES): CCP(CC)c1ccco1
E_LUMO (eV): 1.0

The geometry in XYZ format:
```
23
Properties=species:S:1:pos:R:3:nbo_charge:R:1
C 2.3889 2.3955 -0.7142 -0.612
C 0.9000 1.8358 -0.7387 -0.692
P 0.6900 0.3570 0.3895 0.762
C 1.2155 -1.1707 -0.5503 -0.701
C 1.1866 -2.3135 0.3561 -0.636
C -1.1157 0.0664 0.4989 -0.045
C -1.8644 -0.5636 1.4741 -0.285
C -3.2058 -0.5057 1.1139 -0.325
C -3.2177 0.1123 -0.0684 0.090
O -1.9609 0.4257 -0.5414 -0.423
H 2.8155 2.2299 -1.7146 0.216
H 2.4540 3.4964 -0.4812 0.220
H 2.8025 1.8057 0.0585 0.211
H 0.4891 1.5785 -1.7272 0.219
H 0.1086 2.3722 -0.3559 0.227
H 0.4032 -1.3425 -1.2622 0.228
H 2.2421 -0.8271 -0.9785 0.229
H 0.1745 -2.7747 0.3332 0.213
H 1.9011 -3.1662 0.1711 0.220
H 1.2092 -2.0519 1.4045 0.211
H -1.4594 -1.1610 2.3769 0.237
H -4.0509 -0.8644 1.6681 0.234
H -4.1062 0.0658 -0.7121 0.203
```

=====

[5]
ORCA calculation (ωB97M-V with the def2-TZVPD basis set) on an isolated ion of composition CH2NO2 and charge -1 at a distorted geometry.

Results
HOMO (hartree): -0.1296
E_tot (eV): -6656.270
Structure (SMILES): NC(=O)[O-]
Net charge: -1
E_LUMO (eV): 4.8

The geometry in XYZ format:
```
6
Properties=species:S:1:pos:R:3:nbo_charge:R:1
N -0.1699 0.6508 -0.2978 -0.945
C 0.1505 -0.5909 0.3073 0.855
O 1.0227 -0.5815 1.2083 -0.830
O -0.4562 -1.5493 -0.1617 -0.813
H -0.8104 0.5692 -1.0599 0.368
H 0.2633 1.5017 0.0038 0.365
```

=====

[6]
ORCA calculation (ωB97M-V with the def2-TZVPD basis set) on a 2-piece molecular cluster, CH6P2S overall at a distorted geometry.

Results
HOMO (spin up / spin down) (hartree): -0.3133 / -0.3157
E_tot (eV): -30543.465
E_LUMO (spin up / spin down) (eV): -1.4 / -1.3

The geometry in XYZ format:
```
10
Properties=species:S:1:pos:R:3:nbo_charge:R:1
C 0.7298 0.6552 0.2646 -0.797
P -1.7017 -0.5731 0.1283 0.096
P 1.8247 -0.6968 -0.0770 0.896
S 3.6231 -0.0232 0.0489 -0.561
H 1.1030 1.4380 0.9627 0.256
H 0.3480 0.9558 -0.7990 0.248
H -2.0510 -0.8953 -1.2513 -0.020
H -2.5320 0.6097 0.2033 -0.011
H 1.5416 -1.8901 0.5977 -0.036
H 1.4167 -1.0241 -1.2952 -0.071
```